Entry 1:
Density functional theory data (ωB97M-V/def2-TZVPD) for C23H27ClCoN2O5S4Si as an isolated structure at a distorted geometry.

Cartesian coordinates (Å):
H: -2.29427 -2.20772 2.25120
C: 0.23803 -4.24802 2.00320
O: 3.32273 2.75458 6.58960
H: -3.83147 2.39408 0.80480
C: 2.36973 -1.86592 -2.65260
S: 3.88153 1.09818 4.61450
C: 4.81683 -1.17832 -3.88870
C: -3.23457 1.72768 0.16380
N: -3.46037 2.10148 -1.21470
H: -2.18507 1.87558 0.41700
C: -1.08727 2.48878 -1.67450
S: 3.38813 -0.03992 1.95410
H: -0.18727 -4.96092 2.70590
H: -5.47827 2.24428 -0.75330
O: -2.83947 3.19998 -3.08660
C: 1.12863 -2.53022 4.36900
Si: 0.17793 -2.45442 2.69660
C: 2.73243 -2.40902 -3.91130
O: 3.03723 -0.42902 -0.84500
H: -3.37007 0.04208 1.47980
C: -0.49427 1.31298 -1.19900
H: 1.26053 -4.54842 1.79310
H: -1.07267 0.40768 -1.08580
H: 1.09343 -1.56822 4.87080
Cl: 4.33323 -2.72472 -6.05300
H: 2.17693 -2.76202 4.20470
H: -0.31237 -4.32012 1.07030
C: -0.24097 3.58968 -1.89480
H: -0.65597 4.50408 -2.29470
C: 2.78853 0.93178 3.22790
C: 3.28243 -0.95922 -2.00000
C: 1.62533 1.65288 3.28330
S: 1.43843 2.65768 4.75750
S: 0.41283 1.72698 2.12460
C: 2.95963 2.27578 5.54100
N: 0.78263 1.21238 -0.89610
H: -3.07847 -0.39532 -0.19710
H: 0.51793 -2.93532 -2.54740
C: 4.48693 -0.65022 -2.64460
C: 1.09873 3.47518 -1.58830
H: 5.75013 -0.92492 -4.36690
H: -4.93817 3.20808 -2.15030
C: -2.50697 2.62108 -2.04830
C: -5.26567 1.13748 -2.60280
H: 0.72203 -3.27672 5.05040
C: 1.16383 -2.20762 -2.03040
H: -1.78937 -1.12272 3.52830
H: 2.60143 2.14518 -0.78620
C: -3.62507 0.28158 0.45230
O: 0.75263 -1.38032 1.70780
H: -4.61807 1.16088 -3.47490
H: -6.29517 1.29668 -2.92010
H: -2.02607 -2.83322 3.87440
O: 0.71533 -1.76642 -0.91830
Co: 1.71853 -0.68442 0.35630
H: 2.05843 -3.09812 -4.39890
H: -4.69307 0.12098 0.31120
C: -4.83837 2.24368 -1.63970
C: 3.92283 -2.05002 -4.49190
H: -5.18567 0.16038 -2.13340
H: 5.17063 0.01978 -2.14660
C: 1.56813 2.27778 -1.06860
C: -1.66457 -2.12472 3.13160
H: 1.77433 4.30888 -1.73010

Calculated values
<S²>: 3.768
HOMO (spin up / spin down) (eV): 0.126 / 0.113
Orbital gap (spin up / spin down) (eV): 3.6548 / 3.6684
Energy relative to the best compared isomer or geometry (same formula, charge and spin) (kcal/mol): 51.9
Net charge: -2
Lowest unoccupied orbital energy (spin up / spin down) (Ha): 0.1390 / 0.1389
2S+1: 4

These are the Löwdin partial charges, in e, on atoms 1 to 2: -0.0023 -0.1862


Entry 2:
Density functional theory data (ωB97M-V/def2-TZVPD) for C18H31CdF9O9 as an isolated structure at a distorted geometry.

Cartesian coordinates (Å):
F: -1.63734 3.33386 -2.44154
O: -1.59762 0.61194 -2.86968
H: -2.32594 0.22670 3.43820
C: 1.55538 3.45821 0.69950
O: 0.87881 -0.81296 -1.44791
H: -0.20668 1.19685 3.82906
H: -0.68210 -1.41833 5.48194
H: -2.86661 -0.77448 0.47216
H: -2.56545 1.26443 2.07222
O: -0.90817 1.15424 -0.70593
H: 0.72575 3.67040 2.73662
H: -1.31766 2.42315 3.26373
C: 0.93014 -1.34292 -2.56534
H: 2.38921 4.15238 0.80410
H: -0.28050 -3.36916 -1.21291
C: 0.40282 -1.33231 5.42158
H: -2.91526 -0.88209 -3.58415
F: 5.02050 -0.27832 2.75856
O: 0.34118 -2.51990 -2.90386
H: -1.29720 0.75981 -5.47967
H: -1.49251 -2.49701 -1.89088
H: 1.95812 2.43028 2.42448
C: -0.74583 1.54984 2.94996
H: 1.81471 -2.55797 4.48570
O: 2.44823 -0.35344 1.23223
C: -1.99501 1.17512 -1.64515
O: 0.04555 1.93249 1.85771
O: 1.36487 -0.80602 3.25939
H: -2.36040 -0.65365 -5.82021
H: 0.75019 -0.29914 5.42290
F: 1.78918 -1.48073 -4.79294
H: 0.80860 4.06790 0.19088
F: 3.05187 -0.85886 -3.14971
C: -1.13301 -4.35945 -2.89394
O: -1.22715 -0.35112 1.72938
C: -0.66144 -3.12828 -2.20537
F: 1.53537 0.47285 -3.89488
H: 2.24389 1.49384 -1.78642
H: 2.90916 3.20071 -1.64694
H: -0.82188 -0.79932 -4.94795
C: 1.07077 2.92085 2.02442
C: 3.80689 -0.28815 3.43472
H: 0.38954 -2.52102 3.63664
O: 1.79232 2.27786 -0.14955
H: 2.72025 -1.94636 2.43255
F: -3.02981 3.15207 -0.76269
C: -1.83066 0.61519 2.54833
Cd: 0.73795 0.51384 0.45144
C: -2.51683 0.09323 -3.86360
C: 2.07194 2.52421 -1.47518
F: 4.17512 -1.10700 4.45432
H: -0.78401 -4.33311 -3.92622
H: -2.22109 -4.33232 -2.83526
C: -2.21282 -1.21963 1.22216
C: -2.62981 2.56099 -1.86496
H: 1.22259 3.04413 -1.91834
H: 0.95138 -1.84252 6.21333
C: -1.70350 -0.17515 -5.09384
C: 1.07370 -1.83748 4.13943
H: -2.64568 -1.76194 2.06277
F: 3.54609 0.90522 3.96973
C: 1.85338 -0.81952 -3.69963
H: -1.71894 -1.93940 0.56938
H: -0.71470 -5.31469 -2.57669
F: -3.73292 2.58061 -2.71029
C: 2.61995 -0.87152 2.58341
H: -2.89657 0.71733 -1.23808
H: -3.32054 0.70493 -4.27345

Calculated values
<S²>: 0.753
HOMO (spin up / spin down) (eV): -0.146 / -5.226
Orbital gap (spin up / spin down) (eV): 2.7220 / 7.7985
Net charge: -1
Lowest unoccupied orbital energy (spin up / spin down) (Ha): 0.0947 / 0.0945
2S+1: 2

These are the Löwdin partial charges, in e, on atoms 1 to 2: 0.0872 -0.0619


Entry 3:
Density functional theory data (ωB97M-V/def2-TZVPD) for C40H38MoN4O4P as an isolated structure.

Cartesian coordinates (Å):
H: -2.17228 1.26065 -1.05992
C: -2.53738 -0.57614 0.01665
H: 1.66705 2.56887 4.40416
C: 1.15845 6.24227 -2.16077
H: 0.96999 3.70082 1.56981
H: -2.52413 -4.15791 -0.84651
H: -0.74189 3.91591 1.21373
H: 0.00395 -4.08183 -0.85733
H: 0.98586 -5.57914 0.82224
C: 2.77207 6.10278 -0.38319
H: -5.80649 1.10939 1.17474
C: 0.20137 -2.97428 2.84025
H: 1.84610 -4.12453 -5.01161
N: -0.19703 2.00859 1.87909
O: 1.40327 -1.48148 -2.26840
H: 0.25268 -2.66811 3.87642
H: 0.62414 6.82525 -2.89850
H: 0.68417 1.19613 4.90270
H: -1.64867 1.25064 4.59986
C: -3.40407 -1.25189 0.87625
H: 1.63081 -2.49088 -4.32535
C: -0.35600 -2.12549 1.89948
C: 2.28365 -2.13197 -1.52858
H: 0.73097 0.33324 2.70997
C: 2.54277 4.74423 -0.27483
C: -4.88976 0.63719 0.84823
H: 4.74092 -4.27666 0.61278
C: 0.91784 4.88113 -2.05278
H: 3.75798 -5.18135 -1.49051
P: -1.08446 -1.39413 -0.67379
H: -3.73659 -4.00246 -4.95416
C: 0.77231 1.99261 4.16060
H: 0.19611 4.39857 -2.69669
C: -4.03477 1.30747 -0.01168
C: -1.09980 -0.60001 -3.15803
C: 2.08099 6.85304 -1.32701
H: 3.26458 -3.18518 -4.49890
O: 0.43062 2.17524 -1.80686
C: -4.57183 -0.63950 1.29681
H: -0.73598 -1.16005 2.20747
C: 1.36884 2.67415 -1.01882
H: -1.70241 0.61716 2.33768
C: -2.51878 -3.64482 -1.79884
C: -1.89304 -1.79608 -3.20587
C: 1.60928 4.12723 -1.10941
C: 0.84968 1.42035 2.72169
H: 2.26594 7.91539 -1.41196
O: 2.09959 -4.05306 -3.01442
H: -3.16609 -2.24997 1.22274
C: -1.85721 -2.44011 -1.96140
N: 2.12030 1.92995 -0.27681
H: 3.49334 6.58049 0.26578
H: 3.08611 4.14961 0.44618
N: 1.86202 0.58570 -0.51543
C: 0.68315 -4.21705 2.45305
C: 2.65765 -3.43541 -1.93309
C: 4.06433 -3.67336 0.02464
C: -3.21147 -3.54572 -4.12719
H: -5.23893 -1.15993 1.97021
N: -0.38578 2.87216 4.29277
H: -4.27677 2.30425 -0.35467
C: -0.43191 -2.51997 0.56452
H: -1.15269 4.60195 3.43793
C: 0.60980 -4.61193 1.12513
H: 4.19793 -1.95590 1.29482
C: 2.86822 -1.60895 -0.35313
C: 2.71390 -0.22960 0.01802
H: 3.42881 0.19821 0.71586
H: -2.46045 2.73983 4.12738
C: -2.57664 -2.32785 -4.29849
C: -3.17718 -4.19207 -2.89252
Mo: 0.33224 0.20540 -1.95889
H: -2.26398 2.20920 1.85456
C: 3.75410 -2.38919 0.40796
O: -0.93184 0.44565 -3.77015
H: -2.59298 -1.80758 -5.24573
H: -3.68089 -5.14303 -2.78316
C: -1.58379 2.11718 3.93718
C: 2.21648 -3.40730 -4.28384
C: 3.52163 -4.18065 -1.15297
C: 0.05783 -3.76504 0.17728
C: -0.03734 3.46877 1.91906
C: -1.51185 1.68840 2.45059
C: -2.85336 0.70595 -0.42094
H: 1.11409 -4.88211 3.18950
H: 1.81237 1.65410 2.26071
H: 0.59003 4.61188 3.68388
C: -0.24975 3.99272 3.36280

Calculated values
<S²>: 2.022
HOMO (spin up / spin down) (eV): -9.735 / -9.734
Orbital gap (spin up / spin down) (eV): 6.1298 / 5.8247
Energy relative to the best compared isomer or geometry (same formula, charge and spin) (kcal/mol): 25.1
Net charge: +1
Lowest unoccupied orbital energy (spin up / spin down) (Ha): -0.1325 / -0.1437
2S+1: 3

These are the Löwdin partial charges, in e, on atoms 1 to 2: 0.0887 -0.3518


Entry 4:
Density functional theory data (ωB97M-V/def2-TZVPD) for one molecule with the formula C3H5FO at a distorted geometry.

Cartesian coordinates (Å):
H: 1.49658 1.63297 0.29540
C: 0.06115 -0.15860 -0.13649
C: 1.26583 0.51066 0.05997
H: -2.09694 -1.07203 0.89649
H: 0.07231 -1.30362 -0.17000
C: -2.26983 -0.27198 0.11414
O: -1.13961 0.47948 -0.15977
H: -2.72328 -0.70205 -0.78289
F: 2.33825 -0.38020 0.03041
H: -3.01902 0.55028 0.53971

Calculated values
HOMO (eV): -8.679
Orbital gap (eV): 9.7004
Energy relative to the best compared isomer or geometry (same formula, charge and spin) (kcal/mol): 41.2
Structure (SMILES): CO/C=C/F
Net charge: 0
Lowest unoccupied orbital energy (Ha): 0.0375

These are the Löwdin partial charges, in e, on atoms 1 to 2: 0.1449 -0.1468


Q: Look up the net charge of the third one.
A: +1


Q: What is the net charge in the fourth record?
A: 0


Q: Look up the net charge of the second one.
A: -1


Q: Look up the net charge of the fourth one.
A: 0